{"formula": "C33H40BrF7INO12S2", "method": "the ωB97M-V functional and the def2-TZVPD basis", "e_lumo_ev": -0.2, "fmax_ev_per_a": 1.78, "smiles": "CCOCCOCCOCc1cc2c(c(C(F)(F)F)c1CC(=O)Br)Sc1c(cc(I)cc1S(=O)(=O)C(F)(F)F)N2CCF.CCOC(=O)OC.CCOC(=O)OC", "homo_energy_ev": -8.899, "species": ["I", "Br", "S", "S", "F", "F", "F", "F", "F", "F", "F", "O", "O", "O", "O", "O", "O", "O", "O", "O", "O", "O", "O", "N", "C", "C", "C", "C", "C", "C", "C", "C", "C", "C", "C", "C", "C", "C", "C", "C", "C", "C", "C", "C", "C", "C", "C", "C", "C", "C", "C", "C", "C", "C", "C", "C", "C", "H", "H", "H", "H", "H", "H", "H", "H", "H", "H", "H", "H", "H", "H", "H", "H", "H", "H", "H", "H", "H", "H", "H", "H", "H", "H", "H", "H", "H", "H", "H", "H", "H", "H", "H", "H", "H", "H", "H", "H"], "positions_angstrom": [[-7.06432, -2.97378, -1.66406], [2.04598, 2.23072, 2.60737], [-2.15353, -0.84621, 2.27923], [-4.88873, -2.39775, 3.55376], [-2.55037, -3.63144, 3.44842], [-2.32993, 1.44946, 4.06116], [-2.63432, -2.03284, 4.92498], [-0.33311, 0.66943, 3.88925], [-1.97218, -0.87259, -3.26708], [-3.67399, -3.86494, 5.26862], [-0.66736, 2.77505, 4.17802], [-5.67044, 7.08716, 2.98497], [-5.74209, -3.55190, 3.60425], [6.78449, -6.49667, -4.47484], [8.40698, -6.52095, -2.90406], [-4.27660, 5.46788, 2.24816], [2.18417, 0.72870, -1.59859], [1.91607, 4.91721, 2.43386], [0.90751, 3.98026, -1.20700], [7.05578, -4.74024, -3.25244], [-4.10872, 7.43862, 1.39021], [3.80028, -2.45302, -1.30348], [-5.35121, -1.25349, 4.27875], [-2.30864, -0.58246, -0.69586], [-0.50808, 3.92284, -1.09309], [-3.30153, -3.00225, 4.34087], [-0.19811, 4.11841, 1.80021], [9.06731, -3.46338, -2.71781], [2.42645, 2.08620, -1.27496], [7.50968, -5.96942, -3.48621], [-1.72009, 0.63321, 1.38049], [-3.50230, -1.41374, 1.29347], [-1.13489, -1.73241, -2.58698], [-5.56984, -2.30035, -0.36843], [-1.22077, 1.78619, 2.02732], [-1.12744, 1.69412, 3.54328], [-1.48693, 1.66321, -0.77378], [3.11012, -3.68392, -1.21110], [-3.42304, -1.21110, -0.08632], [1.24870, 3.97834, 2.25916], [3.23724, -0.12770, -1.23426], [-4.46297, -1.65357, -0.90026], [3.03900, -1.44629, -1.94897], [-4.86998, 4.50732, 3.12450], [-1.21961, -1.51512, -1.05447], [-4.58870, 8.77958, 1.26274], [1.40916, 2.93458, -2.01909], [-1.85012, 0.57568, 0.00219], [-6.20142, 4.00658, 2.60525], [7.74622, -4.01340, -2.22396], [-0.95380, 2.79872, -0.18406], [2.28748, -3.77672, 0.07782], [7.20494, -7.80117, -4.87976], [-0.82447, 2.86026, 1.21642], [-4.77542, 6.70142, 2.28112], [-4.62411, -2.05645, 1.81907], [-5.65866, -2.50155, 1.00136], [7.07984, -3.19804, -1.94772], [1.27661, -3.41019, -0.07948], [3.40761, -1.35446, -2.97515], [-6.51487, -3.01122, 1.41261], [7.87773, -4.64371, -1.34487], [2.24893, -4.80135, 0.43858], [4.21554, 0.28352, -1.49085], [3.45448, 2.35103, -1.53348], [7.25680, -8.47685, -4.02913], [2.29351, 2.27796, -0.21204], [8.17358, -7.74759, -5.37427], [-1.33314, -2.46503, -0.53943], [-3.88542, 9.29878, 0.61820], [2.78946, -3.19657, 0.84649], [-0.20659, 4.95753, 1.12112], [0.63362, 2.24119, -2.34330], [-0.28244, -1.04589, -0.76657], [-0.73633, 4.46082, 2.67982], [1.98178, -1.70626, -2.01175], [-5.57460, 8.78333, 0.80070], [-4.62752, 9.27405, 2.23045], [-0.91016, 3.73081, -2.08918], [8.91713, -2.86607, -3.61812], [-6.09694, 3.64188, 1.58211], [-1.59811, 1.59081, -1.84561], [1.85745, 3.34037, -2.92551], [9.75819, -4.26794, -2.96649], [-1.36395, -2.75748, -2.87359], [-0.12885, -1.51362, -2.94093], [-0.89166, 4.88631, -0.77696], [-6.94162, 4.80582, 2.59575], [2.46440, -3.84454, -2.07510], [6.45970, -8.16053, -5.58346], [-4.15559, 3.68522, 3.16317], [-6.57355, 3.19788, 3.23363], [-4.96479, 4.90951, 4.13355], [9.52693, -2.83897, -1.95187], [3.84218, -4.48771, -1.21046], [3.22936, -0.33768, -0.15957], [-4.39844, -1.48948, -1.96664]], "mulliken_charge": [0.1040, -0.1939, -0.3368, 1.4630, -0.1986, -0.1744, -0.1650, -0.1870, -0.3328, -0.2455, -0.3062, -0.5681, -0.7284, -0.3339, -0.5527, -0.2097, -0.1832, -0.4982, -0.3961, -0.3233, -0.3008, -0.4177, -0.6362, 0.6534, -2.0082, 0.7256, -1.2288, -1.1836, 0.0123, 0.7669, 1.4836, 0.9736, -0.6496, -0.6717, 0.0318, -0.0196, -0.6240, -0.2550, -1.6808, 0.4554, -0.6070, -0.3872, 0.3398, 0.1900, -0.2939, -0.6836, -0.2962, -1.0203, -1.2339, -0.0659, 0.6164, -0.7568, -0.6466, 1.2035, 0.6797, -0.1006, -0.5065, 0.1982, -0.0850, 0.1416, 0.5669, 0.3389, 0.4450, 0.4025, 0.3992, 0.3012, -0.2527, 0.2920, 0.5452, 0.2188, 0.2821, 0.3714, 0.1643, 0.4141, 0.6801, -0.2156, 0.2992, 0.3064, 0.4677, 0.2970, 0.2927, 0.6061, 0.3906, 0.3233, 0.3939, 0.2198, 0.6261, 0.3517, 0.3022, 0.2223, -0.0767, 0.3795, 0.3741, 0.3685, 0.3579, 0.1747, 0.6239]}